a) 7
Properties=species:S:1:pos:R:3:lowdin_charge:R:1 method="wB97M-V/def2-TZVPD" homo_lumo_gap_ev=6.0 e_homo_ev=-4.44 total_charge=-1
N 1.48236 0.36013 0.07451 -0.67
O 2.38627 -0.32725 0.53144 -0.06
O -2.71776 -1.61047 0.17538 -0.60
O 1.71035 1.40122 -0.52961 -0.06
O 0.29521 -0.03755 0.18266 -0.17
S -3.18719 1.13567 0.46330 0.16
S -2.46125 -0.35189 -0.51019 0.40

---

b) 7
Properties=species:S:1:pos:R:3:lowdin_charge:R:1 method="wB97M-V/def2-TZVPD" homo_lumo_gap_ev=8.4 e_homo_ev=-4.84 smiles="O=[N+]([O-])S(=O)(=O)[S-]" total_charge=-1
O 1.54521 0.15862 0.70908 -0.01
N 0.91264 -0.55294 -0.00303 -0.47
O 1.29567 -1.50360 -0.62576 0.01
S -0.92285 0.33842 0.00616 0.20
O -0.88618 0.77838 1.41175 -0.44
O -0.90181 1.38230 -0.99318 -0.42
S -2.30665 -1.03154 -0.25992 0.13

---

What should be chosen as the least stable of them? Choose a).

---

a) 16
Properties=species:S:1:pos:R:3:lowdin_charge:R:1 method="wB97M-V/def2-TZVPD" homo_lumo_gap_ev=11.4 e_homo_ev=-10.63 smiles=ClCCCl.ClCCCl
Cl -1.36613 0.46125 -0.00516 0.56
C -2.74830 0.19322 1.06260 -0.66
C -2.69062 -1.17829 1.75986 -0.74
Cl -1.30929 -1.32984 2.73792 0.60
H -3.66054 0.13102 0.46926 0.07
H -2.87846 0.99712 1.78710 0.07
H -2.67794 -2.04746 1.10222 0.07
H -3.57490 -1.23808 2.39435 0.07
Cl 0.98679 -0.70923 -2.22727 0.46
C 1.85144 0.66718 -1.33100 -0.61
C 3.39225 0.51926 -1.42121 -0.67
Cl 4.07541 -0.91550 -0.57444 0.53
H 1.52491 0.75189 -0.29453 0.04
H 1.61448 1.65213 -1.73327 0.07
H 3.84445 1.49414 -1.23899 0.07
H 3.61644 0.55118 -2.48743 0.06

---

b) 16
Properties=species:S:1:pos:R:3:lowdin_charge:R:1 method="wB97M-V/def2-TZVPD" homo_lumo_gap_ev=9.3 e_homo_ev=-8.86
Cl 1.00752 -3.81099 -1.40712 0.53
C 0.79006 -2.53434 -0.17404 -0.63
C 0.27516 -1.21236 -0.80018 -0.68
Cl 1.41708 -0.67189 -2.08511 0.47
H 1.71834 -2.24744 0.32003 0.07
H 0.16477 -2.94804 0.61714 0.07
H -0.04048 -0.43439 -0.10503 -0.05
H -0.67810 -1.35788 -1.30834 0.08
Cl 0.22214 3.63229 1.29612 0.63
C -0.97194 2.53571 0.79187 -0.73
C -0.42705 1.20556 0.42861 -0.66
Cl 0.75923 1.16891 -0.86667 0.57
H -1.61111 2.86792 -0.02618 0.09
H -1.49006 2.42141 1.74403 0.07
H -1.24624 0.50743 0.25648 0.10
H 0.11065 0.87811 1.31842 0.09

---

What should be chosen as the least stable of them? Choose b).

---

a) 21
Properties=species:S:1:pos:R:3:lowdin_charge:R:1 method="wB97M-V/def2-TZVPD" homo_lumo_gap_ev=9.8 e_homo_ev=-9.14 smiles="C/C=C/CC.O.O"
C -2.16313 2.33779 -0.97804 -0.13
C -1.13617 1.40210 -0.30703 -0.17
C -1.06886 1.25348 0.99867 -0.17
C -0.10610 0.47973 1.84702 -0.30
C -0.29797 -0.97786 1.65715 -0.17
H -2.01969 2.62772 -2.07337 0.08
H -2.42152 3.26293 -0.53647 0.03
H -3.18548 1.72884 -0.85048 0.11
H -0.44660 1.11204 -1.09985 0.10
H -1.88416 1.61799 1.71959 0.13
H 0.95796 0.61252 1.62482 0.10
H -0.43083 0.78935 2.93846 0.14
H -0.70690 -1.54292 0.80953 0.07
H -1.07878 -1.36410 2.45640 0.10
H 0.62643 -1.60719 1.89279 0.08
O 2.78011 2.07456 -4.31307 -0.03
H 2.47764 3.03058 -4.21111 0.08
H 3.42049 2.03455 -3.69755 -0.05
O 2.11354 -6.55278 0.94023 -0.05
H 2.70307 -6.66160 0.16996 0.05
H 1.86696 -5.65774 1.01237 0.00

---

b) 21
Properties=species:S:1:pos:R:3:lowdin_charge:R:1 method="wB97M-V/def2-TZVPD" homo_lumo_gap_ev=8.6 e_homo_ev=-7.81 smiles="CC=C(C)C.O.O"
C 1.17054 0.43146 -0.42501 -0.12
C -0.16969 1.16083 -0.36884 -0.15
C -1.39846 0.56558 -0.79047 -0.38
C -2.71787 1.35412 -0.65046 -0.09
C -1.48673 -0.87171 -1.04750 -0.11
H 1.08926 -0.32588 -1.22028 0.06
H 2.00858 1.21176 -0.45128 0.08
H 1.22642 -0.10751 0.54542 0.07
H -0.35566 1.94863 0.43086 0.11
H -3.25429 0.92618 0.17737 0.06
H -3.26443 1.26822 -1.66298 0.10
H -2.52800 2.46727 -0.61217 0.08
H -2.62763 -1.20147 -1.23814 0.12
H -1.02679 -1.42310 -0.18444 0.07
H -0.80890 -1.22306 -1.85959 0.08
O -0.44724 -2.48791 2.01632 -0.06
H -0.67964 -2.57411 2.93544 0.02
H 0.24507 -3.16301 1.89326 0.05
O 4.78405 0.39341 0.81721 -0.05
H 4.50672 1.25122 1.06374 0.00
H 5.73471 0.39909 0.63154 0.04

---

c) 21
Properties=species:S:1:pos:R:3:lowdin_charge:R:1 method="wB97M-V/def2-TZVPD" homo_lumo_gap_ev=11.1 e_homo_ev=-10.09 smiles=CCOC.CCO
C -1.70251 -2.01950 2.50162 -0.08
C -1.61240 -1.42359 3.88917 -0.31
O -0.67898 -0.35554 3.85810 -0.22
C -0.54730 0.24645 5.12721 -0.12
H -2.03724 -1.25751 1.77778 0.08
H -0.71737 -2.39924 2.18240 0.08
H -2.42216 -2.85532 2.49063 0.08
H -1.28200 -2.18437 4.62231 0.12
H -2.59913 -1.04499 4.21853 0.12
H 0.18753 1.06412 5.03746 0.09
H -0.18405 -0.47180 5.88138 0.09
H -1.50391 0.66993 5.47674 0.09
C 1.47401 1.92902 0.58058 -0.10
C 0.10916 1.66171 -0.02883 -0.33
O -0.96172 1.97796 0.86215 -0.10
H 1.55034 2.98389 0.89364 0.08
H 2.26880 1.72216 -0.15572 0.07
H 1.63634 1.28752 1.46304 0.07
H -0.05336 2.30873 -0.91223 0.11
H 0.03547 0.60934 -0.36429 0.11
H -0.86179 1.41351 1.65701 0.07

---

d) 21
Properties=species:S:1:pos:R:3:lowdin_charge:R:1 method="wB97M-V/def2-TZVPD" homo_lumo_gap_ev=9.8 e_homo_ev=-9.05 smiles="C=CCCC.O.O"
C -1.92954 0.13611 0.18830 0.00
C -0.84383 -0.04202 -0.64684 -0.19
C -0.49478 0.74463 -1.88238 -0.23
C 1.06538 0.77599 -2.21504 -0.23
C 1.33773 -0.64380 -2.80850 -0.14
H -2.88607 0.56916 -0.17032 0.06
H -1.69511 0.07663 1.26006 0.04
H 0.04792 -0.25948 -0.07589 0.08
H -0.98903 0.31392 -2.75659 0.09
H -0.85877 1.82179 -1.71317 0.13
H 1.73845 0.91470 -1.37196 0.09
H 1.30290 1.52171 -2.98328 0.10
H 2.33350 -0.82586 -3.35260 0.09
H 1.32159 -1.46974 -2.09088 0.06
H 0.60156 -0.76988 -3.56715 0.04
O -0.11014 -1.48835 2.93710 -0.07
H 0.46060 -1.04175 3.63708 0.05
H 0.64427 -1.94771 2.64566 0.00
O 0.01244 0.49053 4.87851 -0.10
H -0.81604 0.26603 4.34340 0.07
H -0.24303 0.85738 5.74452 0.05

---

What should be chosen as the least stable of them? Choose a).

---

a) 9
Properties=species:S:1:pos:R:3:lowdin_charge:R:1 method="wB97M-V/def2-TZVPD" homo_lumo_gap_ev="7.4 / 7.4" e_homo_ev="-8.72 / -8.72"
C -0.65513 0.26240 -0.34303 -0.14
C -0.12941 -0.58249 0.66456 -0.28
C 0.87779 1.94227 0.15079 -0.17
N -0.22882 1.50910 -0.36460 0.08
N 0.93205 -0.29008 1.33391 0.10
F 1.10404 3.07805 0.78696 0.09
H -1.48750 -0.06116 -1.11059 0.15
H -0.28066 -1.67873 0.63903 0.11
H 1.26961 0.78655 0.76468 0.05

---

b) 9
Properties=species:S:1:pos:R:3:lowdin_charge:R:1 method="wB97M-V/def2-TZVPD" homo_lumo_gap_ev=11.4 e_homo_ev=-11.63
C 0.03687 0.10012 0.07890 0.04
C 0.57872 1.69319 0.57871 -0.30
C -0.57989 2.39341 1.04397 -0.18
N -1.56871 2.95018 1.30475 0.18
N 1.73489 2.09839 0.69138 0.15
F 2.71298 1.09429 0.21534 -0.11
H -1.04162 0.04985 0.41743 0.08
H 0.60013 -0.60357 0.61741 0.03
H 0.37475 0.31862 -1.05629 0.13

---

What should be chosen as the least stable of them? Choose a).

---

a) 8
Properties=species:S:1:pos:R:3:lowdin_charge:R:1 method="wB97M-V/def2-TZVPD" homo_lumo_gap_ev="7.4 / 7.4" e_homo_ev="-10.17 / -10.17"
C -1.10856 0.75420 -0.40580 0.11
C -2.21989 1.13205 -0.13694 -0.76
C 1.38390 -0.75668 0.11236 -0.25
O 0.29647 -0.93522 -0.65444 -0.09
Cl -3.49969 2.11139 0.11734 0.70
H 2.05586 0.04135 -0.24005 0.09
H 1.92937 -1.71499 0.02292 0.12
H 1.16255 -0.63211 1.18460 0.09

---

b) 8
Properties=species:S:1:pos:R:3:lowdin_charge:R:1 method="wB97M-V/def2-TZVPD" homo_lumo_gap_ev=9.2 e_homo_ev=-8.59
C 1.67527 0.27456 0.76416 0.11
C 0.58553 0.27133 0.05895 -0.30
C -1.16941 -0.61611 -0.42294 -0.48
O 1.30228 1.06958 -0.68098 -0.04
Cl -2.43348 0.32291 0.25302 0.58
H 2.20512 0.85221 1.48068 0.06
H -1.04388 -1.57944 0.04663 0.04
H -1.12142 -0.59503 -1.49951 0.04

---

c) 8
Properties=species:S:1:pos:R:3:lowdin_charge:R:1 method="wB97M-V/def2-TZVPD" homo_lumo_gap_ev=9.4 e_homo_ev=-9.61
O 0.80820 -1.70458 -0.20011 -0.02
C 1.07012 -0.58108 0.14871 -0.31
C 0.23197 0.64672 0.13672 -0.12
C -1.10272 0.50232 -0.13271 -0.49
Cl -1.80899 -1.04525 0.09490 0.69
H 2.07666 -0.58584 0.56707 0.11
H 0.58815 1.59674 -0.22867 0.09
H -1.86340 1.17097 -0.38590 0.04

---

d) 8
Properties=species:S:1:pos:R:3:lowdin_charge:R:1 method="wB97M-V/def2-TZVPD" homo_lumo_gap_ev=9.9 e_homo_ev=-9.07 smiles=COC#CCl
C -1.25296 -0.31887 0.38465 0.01
O -0.33851 0.88271 0.43882 -0.07
C 0.84342 0.69122 -0.02620 -0.27
C 1.84701 0.27258 -0.51040 -0.56
Cl 3.38475 0.25310 -1.20829 0.62
H -1.51947 -0.53715 -0.64712 0.08
H -2.11472 0.06240 0.90691 0.08
H -0.84953 -1.30599 0.66163 0.10

---

What should be chosen as the least stable of them? Choose a).

---

a) 10
Properties=species:S:1:pos:R:3:lowdin_charge:R:1 method="wB97M-V/def2-TZVPD" homo_lumo_gap_ev=8.6 e_homo_ev=-9.10
C 0.60151 0.88227 -0.67017 -1.22
C -0.21959 -0.24125 0.15125 -0.98
O -0.75135 0.31364 1.30032 -0.07
O 0.43984 -1.40033 0.34918 -0.05
I 2.02788 1.76048 0.63706 0.82
I 1.42315 -0.01981 -2.40270 0.80
I -2.11773 -0.90830 -1.16735 0.57
H -0.06380 1.75285 -0.86612 0.02
H -1.16894 -0.20430 1.94641 0.09
H -0.17096 -1.93525 0.72212 0.03

---

b) 10
Properties=species:S:1:pos:R:3:lowdin_charge:R:1 method="wB97M-V/def2-TZVPD" homo_lumo_gap_ev=7.4 e_homo_ev=-8.15
C 0.18946 -0.73724 0.02769 -1.20
C -2.45849 1.98398 -1.11443 -0.94
O -2.53258 2.83971 -1.89268 0.09
O -1.57744 1.87288 -0.16263 -0.02
I 1.88460 0.66591 -0.21734 1.05
I 0.18843 -1.69180 1.91326 0.55
I -3.63425 0.10855 -1.12383 0.76
H 0.43898 -1.64068 -0.79462 -0.03
H 1.22166 1.57584 0.77997 -0.26
H -1.52169 1.02088 0.24403 -0.01

---

c) 10
Properties=species:S:1:pos:R:3:lowdin_charge:R:1 method="wB97M-V/def2-TZVPD" homo_lumo_gap_ev=8.7 e_homo_ev=-9.23
C -0.52588 0.53497 -0.29914 -0.91
C 0.50128 -0.27632 0.42369 -1.32
O -0.13840 0.38931 -1.62622 -0.28
O 0.33090 -0.11015 1.79684 -0.22
I -2.62958 -0.15908 -0.09374 0.77
I 2.43735 0.71146 -0.13429 0.80
I 0.52904 -2.33641 -0.21990 0.83
H -0.44859 1.47902 0.12334 0.05
H -0.84734 0.65983 -2.28840 0.12
H 0.79122 -0.89262 2.31784 0.15

---

What should be chosen as the least stable of them? Choose b).

---

a) 21
Properties=species:S:1:pos:R:3:lowdin_charge:R:1 method="wB97M-V/def2-TZVPD" homo_lumo_gap_ev="2.3 / 8.9" spin_multiplicity=2 e_homo_ev="1.09 / -5.58" total_charge=-1
C 3.21291 -0.79957 -0.40543 -0.17
N 1.86529 -0.69657 0.13890 -0.16
C 0.96281 0.03657 -0.76006 -0.26
C -0.46571 0.15206 -0.09355 -0.33
N -0.42253 0.99571 1.10870 -0.17
C -1.74673 1.02372 1.70880 -0.26
H 3.08592 -1.18166 -1.45455 0.08
H 3.88935 -1.31433 0.28161 0.06
H 3.62566 0.23594 -0.61835 0.07
H 1.78671 -0.32582 1.08705 0.09
H 1.41165 1.04706 -1.03800 0.11
H 0.83792 -0.53288 -1.70259 0.10
H -1.18094 0.51487 -0.86534 0.07
H -0.91219 -0.86949 0.08822 0.07
H -0.01829 1.88343 0.79650 0.10
H -1.51656 1.62252 2.60990 0.05
H -2.49739 1.60939 1.13434 0.06
H -1.85689 -0.01403 2.07555 0.06
H -2.90269 -1.06850 -0.73141 -0.08
H -3.99551 -1.43908 -1.69235 -0.04
O -3.16278 -0.87933 -1.66795 -0.44

---

b) 21
Properties=species:S:1:pos:R:3:lowdin_charge:R:1 method="wB97M-V/def2-TZVPD" homo_lumo_gap_ev="7.4 / 6.4" spin_multiplicity=2 e_homo_ev="-3.27 / -3.26" total_charge=-1
N -0.42363 -1.42768 2.72058 -0.03
C -1.00762 0.11771 0.82052 -0.23
C -1.72297 -0.83622 -0.10988 -0.11
C 0.45513 0.38127 0.49547 -0.32
N 0.57701 1.32572 -0.59983 -0.14
C 2.00038 1.36778 -0.97761 -0.17
H -1.16357 -2.10008 2.93422 -0.02
H -0.82955 -0.58107 1.94683 -0.02
H -1.47699 1.08603 1.02386 0.10
H -1.33672 -0.68582 -1.14146 0.03
H -2.79520 -0.57524 -0.17658 0.06
H -1.62700 -1.86499 0.23994 0.07
H 0.91814 0.76111 1.42393 0.11
H 0.90696 -0.58718 0.26623 0.11
H 0.13019 0.89423 -1.42334 0.04
H 2.22807 2.05182 -1.77782 0.06
H 2.53906 1.66631 -0.07288 0.06
H 2.29992 0.33861 -1.22401 0.07
H 0.18817 -1.27840 3.53373 -0.02
H 0.49749 -0.45548 -3.24306 -0.13
O 0.00952 -0.60648 -2.42309 -0.51

---

What should be chosen as the least stable of them? Choose b).

---

a) 6
Properties=species:S:1:pos:R:3:lowdin_charge:R:1 method="wB97M-V/def2-TZVPD" homo_lumo_gap_ev="8.1 / 7.8" e_homo_ev="-9.50 / -9.40"
C -0.72203 -0.05436 -0.00099 -0.15
N 0.00724 -1.07457 0.00327 -0.01
O -0.03568 1.11893 0.01042 -0.05
O 1.23613 -0.99322 -0.00084 0.07
O 1.30326 0.96447 -0.00979 0.00
H -1.78891 0.03876 -0.00207 0.14

---

b) 6
Properties=species:S:1:pos:R:3:lowdin_charge:R:1 method="wB97M-V/def2-TZVPD" homo_lumo_gap_ev=9.3 e_homo_ev=-10.01 smiles="O=C=O.N=O"
O -1.48092 -1.17116 -0.15781 0.20
C -1.41989 -0.03618 -0.28690 -0.51
O -1.38812 1.09932 -0.42144 0.20
N 1.14950 -0.03334 -0.01671 0.03
O 0.96051 0.18896 1.14923 -0.01
H 2.17892 -0.04760 -0.26638 0.09

---

What should be chosen as the least stable of them? Choose a).